Record 1
76
Properties=species:S:1:pos:R:3 method="wB97M-V/def2-TZVPD" molar_mass_da=627.06 total_energy_ha=-2885.361639 orbital_gap_ev=8.224 max_force_ha_per_bohr=0.006 homo_energy_ev=-10.125
C 7.684 -1.146 -1.065
C 7.086 -0.031 -1.927
O 7.043 1.240 -1.287
C 6.210 1.377 -0.163
C 4.734 1.386 -0.485
C 4.032 2.515 -0.526
C 2.570 2.554 -0.774
O 1.938 3.577 -0.607
C 1.894 1.286 -1.209
C 0.450 1.380 -1.603
C -0.502 1.243 -0.409
C -0.391 -0.082 0.366
C -1.737 -0.726 0.677
S -2.672 -1.393 -0.695
O -3.384 -2.549 -0.257
O -3.341 -0.329 -1.375
Cl -1.242 -2.073 -1.984
C 2.596 0.156 -1.166
C 4.006 0.095 -0.698
O 4.543 -0.974 -0.490
H 8.676 -1.424 -1.420
H 7.791 -0.828 -0.028
H 7.052 -2.033 -1.072
H 7.705 0.141 -2.806
H 6.092 -0.308 -2.289
H 6.464 2.350 0.261
H 6.412 0.617 0.600
H 4.507 3.476 -0.353
H 0.238 0.626 -2.364
H 0.279 2.363 -2.044
H -1.522 1.377 -0.773
H -0.310 2.076 0.271
H 0.231 -0.803 -0.163
H 0.093 0.076 1.332
H -2.439 -0.001 1.098
H -1.638 -1.564 1.366
H 2.165 -0.796 -1.457
C 3.911 5.825 2.791
C 4.541 4.458 2.829
C 4.353 3.680 4.119
O 5.544 2.890 4.181
C 6.509 3.514 3.461
O 7.651 3.196 3.441
O 5.977 4.545 2.762
H 4.373 6.471 3.538
H 4.035 6.285 1.812
H 2.844 5.746 2.999
H 4.215 3.857 1.975
H 3.487 3.025 4.119
H 4.319 4.342 4.988
C -4.684 -5.302 1.087
C -4.229 -6.683 1.473
C -3.666 -7.525 0.342
O -4.023 -8.853 0.732
C -5.102 -8.781 1.551
O -5.743 -9.714 1.908
O -5.341 -7.495 1.896
H -5.518 -5.363 0.387
H -5.015 -4.741 1.960
H -3.872 -4.751 0.616
H -3.522 -6.648 2.307
H -2.587 -7.458 0.233
H -4.151 -7.294 -0.610
C -5.865 1.255 -2.694
C -7.254 1.171 -2.123
C -8.389 1.183 -3.131
O -9.440 1.834 -2.412
C -8.882 2.611 -1.451
O -9.470 3.407 -0.798
O -7.559 2.348 -1.349
H -5.730 2.205 -3.213
H -5.117 1.178 -1.910
H -5.700 0.440 -3.400
H -7.351 0.312 -1.453
H -8.721 0.195 -3.439
H -8.140 1.783 -4.010

---

Record 2
6
Properties=species:S:1:pos:R:3 method="wB97M-V/def2-TZVPD" molar_mass_da=103.49 de_lowest_kj_mol=346.4 total_energy_ha=-717.229314 orbital_gap_ev=7.698 max_force_ha_per_bohr=0.051 homo_energy_ev=-3.515 total_charge=-1
C -1.088 0.361 0.055
N -0.573 -0.805 0.017
N 2.393 0.847 -0.012
N 0.765 -0.821 -0.013
N 1.443 0.203 -0.009
Cl -2.941 0.213 -0.038

---

Record 3
15
Properties=species:S:1:pos:R:3 method="wB97M-V/def2-TZVPD" molar_mass_da=150.16 de_lowest_kj_mol=2.7 total_energy_ha=-847.257350 spin_multiplicity=3 orbital_gap_ev="5.851 / 8.697" max_force_ha_per_bohr=0.172 homo_energy_ev="-5.252 / -10.517" s2=2.01
C -0.927 0.723 -0.220
C -0.035 -1.358 -0.115
N 0.371 0.706 0.409
N 0.870 -0.537 0.284
N -1.254 -0.719 -0.389
N 3.072 1.065 1.028
O 3.659 -1.200 -0.029
O 2.451 0.541 -1.326
S 2.992 0.062 -0.089
H -1.683 1.144 0.378
H -1.074 1.481 -1.184
H 0.228 -2.376 -0.088
H -1.840 -0.982 -1.168
H 3.796 0.631 1.694
H 1.003 1.407 0.085

---

Record 4
97
Properties=species:S:1:pos:R:3 method="wB97M-V/def2-TZVPD" molar_mass_da=699.20 de_lowest_kj_mol=452.5 total_energy_ha=-4530.382190 spin_multiplicity=5 orbital_gap_ev="3.999 / 3.999" max_force_ha_per_bohr=0.064 homo_energy_ev="-1.625 / -1.627" s2=6.02 total_charge=-1
C 2.100 -1.520 -5.279
C 1.096 -0.490 -4.781
H 1.835 -1.855 -6.293
H 2.178 -2.369 -4.579
H 3.108 -1.058 -5.359
C 0.555 0.487 -5.599
C 0.434 0.376 -7.059
H 0.307 1.452 -5.165
H 0.008 -0.607 -7.292
H 1.386 0.427 -7.612
H -0.220 1.153 -7.477
Cr 0.580 -2.296 1.361
Cl 2.647 -1.490 1.148
Cl -0.988 -3.759 2.030
C 0.442 1.826 0.550
O -0.516 1.170 0.122
N 0.346 3.093 1.030
C -0.895 3.856 0.937
C 1.547 3.891 1.208
H 1.475 1.415 0.608
H -1.739 3.199 0.714
H -0.819 4.637 0.164
H -1.062 4.361 1.898
H 2.410 3.222 1.314
H 1.440 4.505 2.112
H 1.717 4.557 0.344
H -2.146 -1.777 -3.471
H -2.482 0.852 -4.291
C -3.024 -1.502 -2.873
C -3.239 0.850 -3.491
N -2.875 -0.114 -2.451
H -3.093 -2.147 -2.002
C -3.140 0.210 -1.127
O -3.795 -0.445 -0.312
H -3.313 1.865 -3.081
H -2.628 1.151 -0.841
H -3.919 -1.600 -3.504
H -4.192 0.585 -3.969
O 0.311 -0.992 -3.495
C 1.310 -0.063 -3.288
C -0.277 1.902 -2.856
C 1.012 1.341 -2.891
H -1.120 1.220 -3.009
C -0.464 3.280 -2.696
H 2.229 -0.491 -2.859
C 2.105 2.198 -2.638
H -1.478 3.703 -2.787
C 0.634 4.124 -2.452
C 1.920 3.557 -2.419
H 3.100 1.739 -2.664
H 0.492 5.210 -2.331
H 2.798 4.189 -2.248
Si 0.403 -3.855 -1.551
Cl -0.074 -1.616 -0.659
C -1.187 -4.844 -1.410
C 1.480 -4.558 -0.164
C 1.210 -4.050 -3.192
H -2.075 -4.215 -1.287
H -1.135 -5.551 -0.563
H -1.279 -5.432 -2.339
H 0.500 -3.952 -4.025
H 1.600 -5.083 -3.201
H 2.057 -3.363 -3.334
H 2.324 -3.924 0.125
H 1.872 -5.524 -0.507
H 0.845 -4.769 0.712
C 1.815 -3.187 4.320
C 0.445 -2.579 4.666
C 0.312 -2.304 6.167
P -0.062 -1.178 3.490
C -1.925 -0.897 3.395
C -2.696 -1.365 4.624
C -2.324 0.539 3.063
C 0.607 0.433 4.079
C 0.066 0.910 5.427
C 2.132 0.446 4.068
H 2.627 -2.721 4.901
H 2.086 -3.132 3.245
H 1.765 -4.259 4.589
H -0.307 -3.353 4.435
H 1.080 -1.612 6.539
H -0.683 -1.939 6.457
H 0.461 -3.263 6.694
H -2.218 -1.524 2.537
H -2.394 -0.826 5.533
H -3.766 -1.150 4.468
H -2.607 -2.442 4.808
H -1.931 0.858 2.092
H -3.422 0.587 3.010
H -1.995 1.245 3.836
H 0.238 1.101 3.272
H 0.383 0.259 6.245
H 0.484 1.904 5.629
H -1.019 1.011 5.478
H 2.517 0.201 3.074
H 2.465 1.458 4.328
H 2.556 -0.253 4.800

---

Record 5
56
Properties=species:S:1:pos:R:3 method="wB97M-V/def2-TZVPD" molar_mass_da=655.72 de_lowest_kj_mol=77.4 total_energy_ha=-2227.398703 spin_multiplicity=3 orbital_gap_ev="6.854 / 7.571" max_force_ha_per_bohr=0.026 homo_energy_ev="-14.298 / -15.050" s2=2.01 total_charge=+2
W 0.632 -1.146 0.159
O 2.070 -1.555 -1.332
C 2.545 -2.931 -1.409
C 2.938 -3.217 0.013
N 1.835 -2.831 0.967
C 0.767 -3.893 1.085
C -0.519 -3.299 0.479
O -1.551 -3.210 1.071
O -0.248 -2.724 -0.740
C 2.454 -2.339 2.230
C 2.683 -0.827 2.143
O 3.202 -0.212 3.015
O 2.185 -0.258 1.003
H 2.326 -0.940 -2.038
H 3.392 -2.976 -2.088
H 1.732 -3.545 -1.784
H 3.800 -2.607 0.274
H 3.188 -4.266 0.175
H 0.591 -4.166 2.121
H 1.047 -4.775 0.510
H 3.401 -2.845 2.414
H 1.798 -2.546 3.072
Cl -0.276 -0.835 2.587
C -0.403 0.950 2.634
C -0.047 1.614 3.781
C -0.260 2.990 3.790
C -0.815 3.639 2.694
C -1.154 2.926 1.552
C -0.931 1.550 1.504
P -1.263 0.558 0.056
C -2.716 1.135 -0.806
C -3.957 0.658 -0.379
C -5.113 1.143 -0.969
C -5.028 2.094 -1.976
C -3.793 2.567 -2.403
C -2.629 2.089 -1.823
C 0.097 0.847 -1.122
C -0.090 0.149 -2.334
C 0.736 0.379 -3.423
C 1.764 1.309 -3.293
C 1.979 1.999 -2.093
C 1.147 1.782 -1.014
H 0.369 1.096 4.633
H 0.003 3.557 4.673
H -0.986 4.706 2.730
H -1.595 3.434 0.702
H -4.029 -0.093 0.399
H -6.077 0.773 -0.649
H -5.933 2.469 -2.437
H -3.737 3.308 -3.189
H -1.672 2.466 -2.161
H -0.930 -0.533 -2.419
H 0.571 -0.146 -4.354
H 2.410 1.510 -4.139
H 2.787 2.713 -2.019
H 1.302 2.303 -0.077

---

Record 6
245
Properties=species:S:1:pos:R:3 method="wB97M-V/def2-TZVPD" molar_mass_da=1201.07 total_energy_ha=-3686.511818 orbital_gap_ev=4.486 max_force_ha_per_bohr=0.069 homo_energy_ev=-13.678 total_charge=+7
C -0.664 0.433 0.433
O 0.249 0.990 1.297
H -0.386 -0.616 0.329
H -1.678 0.292 0.809
H -0.870 0.907 -0.527
C -3.087 -0.839 6.233
C -2.771 -1.778 7.400
N -1.236 -2.172 7.499
C -0.349 -0.865 7.599
C -0.986 -3.202 8.597
C -1.069 -2.576 10.006
C -0.908 -2.778 6.147
C -1.626 -4.158 5.756
O -0.968 -5.264 6.344
C -1.673 -6.476 6.261
H -4.049 -0.361 6.416
H -3.200 -1.488 5.365
H -2.303 -0.124 5.982
H -3.413 -2.655 7.479
H -2.968 -1.168 8.282
H 0.623 -1.211 7.949
H -0.853 -0.227 8.325
H -0.358 -0.336 6.646
H 0.018 -3.586 8.415
H -1.738 -3.959 8.372
H -0.846 -3.223 10.855
H -2.014 -2.077 10.221
H -0.298 -1.810 10.087
H 0.154 -3.023 6.159
H -1.126 -1.950 5.473
H -1.432 -4.188 4.684
H -2.707 -4.158 5.896
H -1.339 -7.193 7.012
H -1.376 -7.038 5.376
H -2.719 -6.279 6.497
C 7.117 5.665 11.197
C 5.994 5.203 10.306
N 6.501 4.177 9.164
C 7.597 4.874 8.253
C 7.035 2.860 9.850
C 6.023 1.922 10.529
C 5.209 3.801 8.343
C 5.344 2.889 7.141
O 5.954 1.587 7.365
C 5.778 0.697 6.197
H 6.798 6.528 11.781
H 8.046 5.881 10.669
H 7.348 4.776 11.784
H 5.505 6.095 9.913
H 5.301 4.646 10.937
H 7.683 4.209 7.394
H 8.523 4.972 8.819
H 7.123 5.804 7.938
H 7.829 3.182 10.524
H 7.580 2.285 9.100
H 5.374 1.465 9.782
H 5.495 2.438 11.332
H 6.575 1.173 11.097
H 4.994 4.765 7.883
H 4.405 3.331 8.908
H 5.885 3.327 6.303
H 4.353 2.729 6.715
H 4.737 0.654 5.879
H 5.863 -0.376 6.369
H 6.297 1.091 5.323
C 7.887 3.366 -3.101
C 7.148 4.673 -2.736
N 5.964 4.549 -1.725
C 4.804 3.722 -2.409
C 6.437 3.663 -0.556
C 7.660 4.124 0.325
C 5.483 5.909 -1.151
C 5.004 7.005 -2.110
O 3.809 6.617 -2.820
C 3.358 7.678 -3.697
H 8.628 3.072 -2.358
H 8.527 3.366 -3.983
H 7.167 2.567 -3.275
H 6.875 5.284 -3.596
H 7.792 5.287 -2.105
H 5.049 2.666 -2.526
H 4.579 4.154 -3.384
H 3.940 3.975 -1.794
H 6.597 2.637 -0.887
H 5.509 3.538 0.003
H 8.634 4.298 -0.133
H 7.789 3.363 1.094
H 7.423 4.957 0.986
H 6.450 6.253 -0.782
H 4.723 5.758 -0.384
H 5.806 7.303 -2.786
H 4.609 7.917 -1.663
H 4.141 7.957 -4.402
H 2.853 8.547 -3.274
H 2.535 7.150 -4.177
C -5.145 -4.995 -2.826
C -5.400 -3.958 -3.997
N -4.915 -4.357 -5.442
C -5.133 -3.096 -6.283
C -3.421 -4.835 -5.532
C -2.412 -3.750 -4.939
C -5.929 -5.469 -5.842
C -5.969 -5.943 -7.300
O -4.608 -6.020 -7.815
C -4.652 -6.387 -9.124
H -5.211 -4.547 -1.834
H -4.145 -5.426 -2.875
H -5.800 -5.863 -2.904
H -4.862 -3.037 -3.776
H -6.453 -3.733 -4.164
H -6.209 -2.924 -6.304
H -4.693 -3.382 -7.239
H -4.559 -2.365 -5.713
H -3.157 -4.895 -6.588
H -3.294 -5.776 -4.998
H -2.563 -3.606 -3.869
H -2.555 -2.699 -5.193
H -1.358 -3.968 -5.111
H -6.916 -5.064 -5.619
H -5.649 -6.312 -5.211
H -6.532 -5.250 -7.925
H -6.542 -6.855 -7.465
H -5.340 -5.737 -9.666
H -4.997 -7.418 -9.192
H -3.631 -6.253 -9.482
C 5.706 -4.949 -0.762
C 5.972 -6.443 -0.879
N 6.559 -6.838 -2.295
C 5.458 -6.653 -3.395
C 7.850 -6.015 -2.718
C 8.505 -6.455 -4.088
C 6.735 -8.385 -2.243
C 8.054 -8.861 -1.512
O 8.174 -10.310 -1.618
C 8.233 -11.054 -0.419
H 4.857 -4.630 -1.367
H 6.464 -4.272 -1.155
H 5.355 -4.723 0.245
H 5.081 -7.061 -0.766
H 6.746 -6.768 -0.184
H 4.576 -7.150 -2.991
H 5.777 -6.898 -4.408
H 5.113 -5.629 -3.257
H 8.493 -6.026 -1.837
H 7.554 -4.966 -2.736
H 9.531 -6.094 -4.169
H 7.939 -6.137 -4.963
H 8.433 -7.543 -4.108
H 6.801 -8.861 -3.221
H 5.817 -8.849 -1.883
H 8.031 -8.521 -0.477
H 8.999 -8.400 -1.798
H 9.024 -10.683 0.233
H 8.390 -12.109 -0.642
H 7.355 -11.034 0.227
C -13.066 -0.012 0.225
C -11.545 0.355 0.292
N -10.979 0.581 1.748
C -11.967 1.569 2.467
C -11.144 -0.802 2.480
C -10.636 -0.740 3.906
C -9.479 1.023 1.860
C -8.425 0.167 1.087
O -8.594 0.254 -0.297
C -8.010 1.466 -0.986
H -13.701 0.828 0.507
H -13.326 -0.891 0.814
H -13.293 -0.240 -0.816
H -11.468 1.342 -0.164
H -10.976 -0.425 -0.213
H -11.971 2.440 1.811
H -11.477 1.924 3.374
H -12.988 1.220 2.625
H -10.548 -1.541 1.944
H -12.196 -1.085 2.465
H -11.029 -0.005 4.608
H -9.556 -0.605 3.966
H -10.795 -1.656 4.474
H -9.209 1.180 2.904
H -9.469 2.017 1.415
H -8.461 -0.872 1.414
H -7.398 0.491 1.259
H -8.286 1.503 -2.040
H -6.936 1.651 -0.987
H -8.415 2.403 -0.605
C -2.659 9.446 3.484
C -3.504 8.137 3.315
N -2.750 6.820 2.929
C -3.761 5.649 2.785
C -1.979 7.081 1.576
C -2.816 7.419 0.294
C -1.708 6.347 3.959
C -1.985 6.521 5.401
O -3.148 5.754 5.765
C -3.594 5.832 7.136
H -3.190 10.327 3.845
H -2.003 9.708 2.653
H -1.979 9.331 4.327
H -4.222 8.193 2.497
H -4.051 8.027 4.252
H -4.495 5.994 2.057
H -4.111 5.485 3.804
H -3.229 4.785 2.385
H -1.377 6.198 1.363
H -1.323 7.905 1.857
H -3.403 6.598 -0.118
H -2.218 7.820 -0.525
H -3.439 8.313 0.279
H -0.756 6.820 3.718
H -1.531 5.284 3.797
H -2.049 7.582 5.643
H -1.155 6.166 6.013
H -4.123 4.942 7.479
H -4.176 6.737 7.312
H -2.747 5.844 7.821
C 1.314 0.394 -13.576
C 1.554 -0.551 -12.410
N 0.352 -1.488 -11.978
C 0.122 -2.459 -13.190
C 0.737 -2.365 -10.726
C 1.889 -3.379 -10.975
C -1.028 -0.800 -11.692
C -0.914 0.214 -10.529
O -0.502 -0.180 -9.219
C -0.192 1.015 -8.413
H 1.293 -0.078 -14.558
H 2.160 1.082 -13.580
H 0.489 1.088 -13.417
H 1.783 -0.024 -11.484
H 2.426 -1.193 -12.535
H -0.510 -3.323 -12.989
H 1.008 -2.894 -13.653
H -0.308 -1.815 -13.957
H -0.170 -2.891 -10.431
H 0.955 -1.732 -9.866
H 2.076 -3.834 -10.002
H 2.811 -2.861 -11.240
H 1.739 -4.068 -11.806
H -1.801 -1.552 -11.534
H -1.256 -0.290 -12.628
H -1.794 0.851 -10.616
H -0.069 0.856 -10.778
H -0.732 0.983 -7.467
H -0.504 1.975 -8.826
H 0.877 1.103 -8.216